Computed, not measured: 10 unconnected molecules or ions with the total composition C53H88ClNO9S at a distorted geometry, with ωB97M-V with the def2-TZVPD basis set.

Bonds (Å) are listed after each position.
Cartesian coordinates (Å):
1 C 3.84 5.19 4.45  C2 1.511, H30 1.085, H31 1.094, H32 1.086
2 C 3.27 6.36 3.69  C1 1.511, C3 1.518, C4 1.334
3 C 4.25 7.33 3.05  C2 1.518, H33 1.092, H34 1.085, H35 1.087
4 C 1.96 6.56 3.52  C2 1.334, C5 1.503, H36 1.088
5 C 0.88 6.09 4.46  C4 1.503, C6 1.538, H37 1.094, H38 1.089
6 C -0.43 5.79 3.71  C5 1.538, C7 1.552, H39 1.089, H40 1.089
7 C -0.42 4.35 3.14  C6 1.552, C8 1.546, C9 1.554, H41 1.091
8 C -1.44 3.42 3.83  C7 1.546, H42 1.090, H43 1.087, H44 1.088
9 C -0.54 4.35 1.59  C7 1.554, C10 1.521, H45 1.088, H46 1.089
10 C 0.77 3.83 1.02  C9 1.521, N11 1.519, H47 1.092, H48 1.085
11 N 0.76 3.67 -0.49  C10 1.519, C12 1.434, C29 1.438
12 C 1.33 4.88 -1.03  N11 1.434, C13 1.401, C21 1.389
13 C 0.48 5.99 -1.10  C12 1.401, C14 1.388, H49 1.079
14 C 0.92 7.23 -1.52  C13 1.388, C15 1.395, H50 1.079
15 C 2.26 7.40 -1.90  C14 1.395, C16 1.512, C20 1.393
16 C 2.76 8.76 -2.32  C15 1.512, C17 1.548, H51 1.091, H52 1.087
17 C 3.54 9.40 -1.15  C16 1.548, C18 1.529, H53 1.085, H54 1.089
18 C 2.63 9.58 0.07  C17 1.529, Cl19 1.779, H55 1.085, H56 1.086
19 Cl 3.18 10.88 1.16  C18 1.779
20 C 3.11 6.30 -1.88  C15 1.393, C21 1.397, H57 1.081
21 C 2.65 5.06 -1.43  C12 1.389, C20 1.397, S22 1.766
22 S 3.84 3.76 -1.40  C21 1.766, C23 1.770
23 C 2.80 2.34 -1.18  S22 1.770, C24 1.402, C29 1.394
24 C 3.38 1.08 -1.40  C23 1.402, C25 1.511, C26 1.389
25 C 4.83 0.98 -1.79  C24 1.511, H58 1.091, H59 1.087, H60 1.085
26 C 2.62 -0.08 -1.24  C24 1.389, C27 1.392, H61 1.080
27 C 1.29 0.03 -0.86  C26 1.392, C28 1.382, H62 1.079
28 C 0.73 1.28 -0.65  C27 1.382, C29 1.396, H63 1.076
29 C 1.47 2.46 -0.80  N11 1.438, C23 1.394, C28 1.396
30 H 3.31 4.27 4.24  C1 1.085
31 H 3.78 5.38 5.53  C1 1.094
32 H 4.90 5.09 4.22  C1 1.086
33 H 4.37 7.15 1.98  C3 1.092
34 H 3.89 8.34 3.20  C3 1.085
35 H 5.23 7.26 3.53  C3 1.087
36 H 1.62 7.10 2.64  C4 1.088
37 H 0.70 6.92 5.15  C5 1.094
38 H 1.21 5.23 5.04  C5 1.089
39 H -1.28 5.91 4.38  C6 1.089
40 H -0.47 6.52 2.91  C6 1.089
41 H 0.57 3.95 3.37  C7 1.091
42 H -1.97 2.83 3.08  C8 1.090
43 H -2.18 3.95 4.42  C8 1.087
44 H -0.92 2.69 4.45  C8 1.088
45 H -0.73 5.37 1.28  C9 1.088
46 H -1.39 3.76 1.25  C9 1.089
47 H 1.56 4.54 1.26  C10 1.092
48 H 0.96 2.86 1.47  C10 1.085
49 H -0.55 5.89 -0.78  C13 1.079
50 H 0.26 8.09 -1.55  C14 1.079
51 H 1.90 9.40 -2.52  C16 1.091
52 H 3.39 8.70 -3.21  C16 1.087
53 H 4.01 10.34 -1.44  C17 1.085
54 H 4.29 8.66 -0.85  C17 1.089
55 H 1.59 9.72 -0.22  C18 1.085
56 H 2.65 8.66 0.64  C18 1.086
57 H 4.14 6.40 -2.21  C20 1.081
58 H 4.94 1.26 -2.84  C25 1.091
59 H 5.45 1.65 -1.19  C25 1.087
60 H 5.19 -0.04 -1.68  C25 1.085
61 H 3.04 -1.06 -1.38  C26 1.080
62 H 0.69 -0.85 -0.69  C27 1.079
63 H -0.30 1.34 -0.34  C28 1.076
64 C -2.27 3.51 -2.40  C65 1.506, H68 1.087, H69 1.092, H70 1.092
65 C -2.64 2.05 -2.43  C64 1.506, C66 1.510, O67 1.212
66 C -4.04 1.72 -2.91  C65 1.510, H71 1.087, H72 1.092, H73 1.089
67 O -1.87 1.18 -2.09  C65 1.212
68 H -1.25 3.62 -2.04  C64 1.087
69 H -2.35 3.94 -3.40  C64 1.092
70 H -2.95 4.05 -1.73  C64 1.092
71 H -4.17 2.07 -3.93  C66 1.087
72 H -4.78 2.19 -2.25  C66 1.092
73 H -4.17 0.64 -2.88  C66 1.089
74 C -6.15 0.86 -7.90  C75 1.509, H78 1.088, H79 1.091, H80 1.091
75 C -5.79 0.82 -6.44  C74 1.509, C76 1.508, O77 1.211
76 C -6.19 -0.41 -5.67  C75 1.508, H81 1.091, H82 1.091, H83 1.087
77 O -5.19 1.74 -5.91  C75 1.211
78 H -5.80 1.80 -8.34  C74 1.088
79 H -5.69 0.03 -8.43  C74 1.091
80 H -7.24 0.80 -8.02  C74 1.091
81 H -5.73 -1.29 -6.10  C76 1.091
82 H -7.28 -0.52 -5.69  C76 1.091
83 H -5.87 -0.31 -4.63  C76 1.087
84 C -2.17 -2.85 -0.61  C85 1.510, H88 1.089, H89 1.091, H90 1.091
85 C -1.05 -3.68 -0.03  C84 1.510, C86 1.508, O87 1.210
86 C -1.43 -4.91 0.76  C85 1.508, H91 1.091, H92 1.092, H93 1.087
87 O 0.11 -3.37 -0.20  C85 1.210
88 H -1.76 -2.00 -1.16  C84 1.089
89 H -2.76 -3.46 -1.30  C84 1.091
90 H -2.81 -2.49 0.19  C84 1.091
91 H -1.99 -5.60 0.12  C86 1.091
92 H -2.04 -4.62 1.61  C86 1.092
93 H -0.53 -5.41 1.11  C86 1.087
94 C -3.60 4.29 -6.51  C95 1.507, H98 1.088, H99 1.086, H100 1.092
95 C -3.75 5.77 -6.25  C94 1.507, C96 1.511, O97 1.210
96 C -4.58 6.56 -7.24  C95 1.511, H101 1.091, H102 1.091, H103 1.088
97 O -3.24 6.30 -5.29  C95 1.210
98 H -2.99 3.85 -5.73  C94 1.088
99 H -4.57 3.81 -6.51  C94 1.086
100 H -3.11 4.13 -7.47  C94 1.092
101 H -5.59 6.16 -7.28  C96 1.091
102 H -4.13 6.49 -8.24  C96 1.091
103 H -4.61 7.60 -6.94  C96 1.088
104 C -1.34 -8.64 -0.73  C105 1.508, H108 1.088, H109 1.091, H110 1.092
105 C -0.98 -8.80 0.72  C104 1.508, C106 1.508, O107 1.210
106 C -1.48 -10.03 1.43  C105 1.508, H111 1.091, H112 1.091, H113 1.088
107 O -0.32 -7.97 1.30  C105 1.210
108 H -0.91 -7.72 -1.11  C104 1.088
109 H -0.94 -9.48 -1.31  C104 1.091
110 H -2.42 -8.61 -0.85  C104 1.092
111 H -1.09 -10.93 0.95  C106 1.091
112 H -2.57 -10.06 1.41  C106 1.091
113 H -1.15 -10.01 2.47  C106 1.088
114 C 3.12 -5.07 -0.81  C115 1.507, H118 1.088, H119 1.091, H120 1.092
115 C 2.79 -6.50 -0.48  C114 1.507, C116 1.510, O117 1.211
116 C 3.09 -6.97 0.92  C115 1.510, H121 1.091, H122 1.092, H123 1.085
117 O 2.32 -7.25 -1.31  C115 1.211
118 H 2.86 -4.87 -1.85  C114 1.088
119 H 2.55 -4.40 -0.17  C114 1.091
120 H 4.19 -4.89 -0.67  C114 1.092
121 H 2.51 -6.38 1.64  C116 1.091
122 H 4.15 -6.87 1.13  C116 1.092
123 H 2.80 -8.01 1.02  C116 1.085
124 C -5.43 5.66 7.25  C125 1.509, H128 1.087, H129 1.091, H130 1.091
125 C -4.69 5.34 5.97  C124 1.509, C126 1.510, O127 1.209
126 C -5.32 5.81 4.68  C125 1.510, H131 1.091, H132 1.091, H133 1.088
127 O -3.64 4.74 5.98  C125 1.209
128 H -4.87 5.27 8.10  C124 1.087
129 H -5.54 6.74 7.36  C124 1.091
130 H -6.42 5.20 7.23  C124 1.091
131 H -5.42 6.89 4.69  C126 1.091
132 H -6.30 5.35 4.56  C126 1.091
133 H -4.69 5.51 3.84  C126 1.088
134 C 2.29 -10.22 2.36  C135 1.507, H138 1.088, H139 1.091, H140 1.091
135 C 1.96 -11.65 2.69  C134 1.507, C136 1.508, O137 1.212
136 C 2.25 -12.11 4.09  C135 1.508, H141 1.091, H142 1.091, H143 1.088
137 O 1.48 -12.40 1.86  C135 1.212
138 H 2.03 -10.02 1.32  C134 1.088
139 H 1.71 -9.55 2.99  C134 1.091
140 H 3.36 -10.04 2.49  C134 1.091
141 H 1.68 -11.52 4.81  C136 1.091
142 H 3.32 -12.01 4.31  C136 1.091
143 H 1.97 -13.16 4.20  C136 1.088
144 C 3.16 -14.77 0.95  C145 1.508, H148 1.083, H149 1.092, H150 1.091
145 C 4.40 -15.40 1.53  C144 1.508, C146 1.511, O147 1.210
146 C 4.76 -16.78 1.04  C145 1.511, H151 1.091, H152 1.091, H153 1.088
147 O 5.07 -14.83 2.36  C145 1.210
148 H 3.02 -13.79 1.39  C144 1.083
149 H 3.27 -14.66 -0.13  C144 1.092
150 H 2.29 -15.38 1.17  C144 1.091
151 H 4.94 -16.76 -0.04  C146 1.091
152 H 3.95 -17.48 1.26  C146 1.091
153 H 5.67 -17.12 1.54  C146 1.088

Properties
HOMO energy = -7.2 eV
SMILES string = CC(C)=CCC[C@@H](C)CCN1c2ccc(CCCCl)cc2Sc2c(C)cccc21.CC(C)=O.CC(C)=O.CC(C)=O.CC(C)=O.CC(C)=O.CC(C)=O.CC(C)=O.CC(C)=O.CC(C)=O
Molecular weight = 950.805 g/mol
ΔE to the lowest compared entry with this formula, charge and spin = 0.0000 eV
Gap between HOMO and LUMO = 7.714 eV